ORCA calculation (ωB97M-V/def2-TZVPD) on a structure of composition C32H43N3OY.

Geometry (Å):
Y  0.42628  -0.43551  1.17553
N  -1.38069  -3.61171  2.95906
N  2.14536  -1.40117  0.00767
C  0.56745  2.41134  0.94151
C  1.88761  1.87535  1.01552
C  2.03399  1.22882  2.28176
C  3.19882  0.42238  2.73045
H  4.06966  0.62596  2.09754
H  2.99818  -0.66367  2.68702
H  3.44868  0.66737  3.77179
C  0.82010  1.42246  3.01698
C  0.57326  0.98706  4.41403
H  0.42663  1.84998  5.08232
H  1.42349  0.40694  4.79040
H  -0.31935  0.34841  4.49133
C  -0.07757  2.17078  2.19287
C  -1.36873  2.73955  2.63906
H  -1.93595  2.01470  3.23655
H  -1.98973  3.03826  1.78502
H  -1.22134  3.63347  3.26872
C  2.98074  2.09449  0.03768
H  3.74591  2.77861  0.44141
H  2.59787  2.52280  -0.89632
H  3.48955  1.15408  -0.20338
C  0.02409  3.20457  -0.18895
H  -1.05547  3.04506  -0.31482
H  0.50286  2.92154  -1.13635
H  0.19101  4.28442  -0.04075
C  -2.23071  -4.51445  2.51328
H  -3.11561  -4.73370  3.12974
C  -2.08296  -5.19078  1.27971
H  -2.85659  -5.88507  0.96343
C  -0.93728  -4.93763  0.51440
H  -0.78216  -5.42392  -0.44794
C  0.01970  -4.06177  1.01024
H  0.95838  -3.83609  0.50072
C  -0.23662  -3.32397  2.23520
C  0.50939  -2.20086  2.61638
H  0.79662  -2.16703  3.67643
C  1.21170  -1.04927  -0.89836
C  3.36179  -1.59602  -0.66395
H  4.24356  -1.95035  -0.15628
C  3.17594  -1.29098  -1.97955
H  3.86209  -1.30596  -2.81070
N  1.81806  -0.95752  -2.12877
C  1.18299  -0.25215  -3.18032
C  1.75015  0.92252  -3.71637
C  0.89674  1.81353  -4.38426
H  1.30928  2.74943  -4.76990
C  -0.46367  1.54998  -4.54799
C  -1.37970  2.54722  -5.19169
H  -2.20800  2.81277  -4.52040
H  -1.82891  2.15028  -6.11220
H  -0.83830  3.46475  -5.44275
C  -0.96919  0.32029  -4.11356
H  -2.01560  0.06848  -4.30118
C  -0.16468  -0.58512  -3.42263
C  -0.70559  -1.89712  -2.95262
H  -0.32202  -2.73152  -3.56181
H  -1.79865  -1.89953  -3.03138
H  -0.43788  -2.10530  -1.90457
C  3.19809  1.27561  -3.58873
H  3.77714  0.87867  -4.43597
H  3.65966  0.90342  -2.67017
H  3.31581  2.36614  -3.60047
C  -3.29922  1.07257  -0.32330
C  -2.18887  0.04011  -0.23745
O  -1.83042  -0.25386  1.13446
C  -2.93864  -0.80988  1.91672
C  -2.59247  -0.78781  3.37676
H  -3.38063  1.42169  -1.35743
H  -3.10563  1.94300  0.31431
H  -4.26260  0.62885  -0.05650
H  -2.48659  -0.90441  -0.71123
H  -1.28168  0.41058  -0.75015
H  -3.82312  -0.20141  1.69698
H  -3.10060  -1.82941  1.54302
H  -2.38877  0.22779  3.73798
H  -3.45271  -1.17365  3.93281
H  -1.74375  -1.44745  3.59436

2S+1: 1
E: -41442.49171 eV
lowest unoccupied orbital energy: 2.43 eV
energy relative to the best compared isomer or geometry (same formula, charge and spin): 0.0 kcal per mole
net charge: -1

***

ORCA calculation (ωB97M-V/def2-TZVPD) on an isolated molecule of C9H15P.

Geometry (Å):
C  -1.72096  -0.17827  -0.62781
C  1.67972  -0.27112  0.35461
C  -2.79497  0.27606  0.07573
C  2.73369  0.46958  0.15605
C  -2.89282  0.36148  1.52754
C  -4.05876  0.39904  -0.73370
C  3.10174  1.37872  -1.02798
C  3.88795  0.08303  1.11977
C  -0.03126  -2.11096  -0.81287
P  0.03452  -0.37659  -0.25543
H  -2.82689  1.47816  1.62470
H  -3.76433  -0.00432  1.91578
H  -2.07440  0.08616  2.18923
H  -3.93981  0.87911  -1.72955
H  -4.23874  -0.66510  -1.09840
H  -4.80666  0.76772  -0.04346
H  3.16647  0.59933  -1.78955
H  2.35213  2.19519  -1.17651
H  4.08450  1.89289  -0.68399
H  3.56289  -0.71226  1.64642
H  4.73993  -0.08370  0.48280
H  4.13393  1.00686  1.74582
H  0.84869  -2.47702  -1.43075
H  -1.01864  -2.09386  -1.33079
H  -0.15792  -2.90014  -0.09766

2S+1: 1
E: -18857.95166 eV
lowest unoccupied orbital energy: 0.05 eV
energy relative to the best compared isomer or geometry (same formula, charge and spin): 114.1 kcal per mole

***

ORCA calculation (ωB97M-V/def2-TZVPD) on an isolated molecule of C5H13NS.

Geometry (Å):
C  -0.36468  -1.40358  -1.68040
N  -0.97952  -0.93046  -0.43541
C  -0.84278  0.45625  -0.01811
C  0.46426  0.60850  0.81217
C  1.72498  -0.09977  0.29081
S  3.15595  0.82509  1.26657
C  -2.03073  0.97215  0.80384
H  -0.70825  -0.86551  -2.70472
H  0.74597  -1.31368  -1.48533
H  -0.55141  -2.48724  -1.74764
H  -1.82925  -1.40134  -0.18316
H  -0.70924  1.07388  -0.98465
H  0.61886  1.69902  0.84732
H  0.11602  0.33223  1.84052
H  1.79406  -1.16566  0.58140
H  2.04048  0.08489  -0.75488
H  4.17430  0.28416  0.48569
H  -2.78585  1.10488  0.13187
H  -2.21911  0.28833  1.59383
H  -1.81410  1.93784  1.34025

2S+1: 1
E: -17719.88660 eV
lowest unoccupied orbital energy: 1.01 eV
energy relative to the best compared isomer or geometry (same formula, charge and spin): 31.5 kcal per mole

***

Question: Among the records above, which one has the highest E?
Answer: C5H13NS